Entry 1:
Entry from the Open Molecules 2025 dataset: a 2-piece molecular cluster, CH6O2Si2 overall at a distorted geometry (the ωB97M-V functional and the def2-TZVPD basis).

Last column: Löwdin charge in e.
Cartesian coordinates (Å):
1 C -0.175 -1.107 0.171  -0.34
2 O -0.735 -2.147 0.274  0.10
3 O -0.784 0.100 0.084  -0.28
4 Si 3.086 0.367 -0.118  0.64
5 Si -2.272 0.629 -0.089  0.57
6 H 1.571 -0.255 0.186  -0.14
7 H 3.547 -0.619 -1.106  -0.20
8 H 4.288 0.721 0.720  -0.18
9 H -3.118 -0.604 -0.136  -0.04
10 H -2.602 1.623 -1.110  -0.07
11 H -2.807 1.292 1.124  -0.07

HOMO (spin up / spin down) = -0.2955 / -0.3330 Eh
Charge = 0
E_LUMO (spin up / spin down) = -1.48 / -1.03 eV
Kohn-Sham gap (spin up / spin down) = 6.6 / 8.0 eV
Energy relative to the best compared isomer or geometry (same formula, charge and spin) = 6.601 eV



Entry 2:
Entry from the Open Molecules 2025 dataset: a 8-piece molecular cluster, C21H37NO24S4 overall at a distorted geometry (the ωB97M-V functional and the def2-TZVPD basis).

Last column: Löwdin charge in e.
Cartesian coordinates (Å):
1 C -0.705 0.364 0.050  0.05
2 N -0.049 1.708 0.079  -0.40
3 O 1.065 1.796 -0.410  0.04
4 O -0.615 2.653 0.580  0.08
5 H -1.780 0.521 0.109  0.09
6 H -0.325 -0.281 0.835  0.08
7 H -0.509 -0.004 -0.952  0.07
8 O 5.661 0.487 -1.142  0.14
9 C 4.661 0.760 -1.728  -0.47
10 O 3.978 -0.217 -2.377  0.01
11 C 2.739 0.301 -2.870  -0.18
12 C 2.976 1.786 -3.023  -0.14
13 C 4.006 2.136 -1.869  -0.02
14 H 2.010 0.151 -2.068  0.10
15 H 2.332 -0.135 -3.780  0.13
16 H 2.004 2.265 -2.901  0.09
17 H 3.374 1.960 -4.022  0.12
18 H 3.460 2.497 -1.005  0.09
19 H 4.752 2.813 -2.271  0.12
20 O 2.069 -1.391 0.961  0.11
21 C 2.174 -2.139 0.019  -0.49
22 O 1.086 -2.391 -0.724  0.01
23 C 1.418 -3.433 -1.698  -0.13
24 C 2.950 -3.402 -1.777  -0.13
25 C 3.345 -2.989 -0.358  -0.05
26 H 0.936 -3.333 -2.669  0.12
27 H 1.001 -4.388 -1.371  0.11
28 H 3.221 -2.695 -2.552  0.11
29 H 3.305 -4.417 -1.955  0.12
30 H 4.161 -2.280 -0.523  0.13
31 H 3.613 -3.804 0.303  0.14
32 O -1.222 -1.925 3.408  0.11
33 C -0.284 -1.208 3.604  -0.49
34 O 0.864 -1.755 4.052  0.02
35 C 1.801 -0.763 4.449  -0.15
36 C 1.268 0.568 3.872  -0.13
37 C -0.240 0.316 3.654  -0.04
38 H 2.752 -0.975 3.962  0.12
39 H 1.873 -0.794 5.535  0.12
40 H 1.823 0.805 2.965  0.10
41 H 1.623 1.347 4.551  0.11
42 H -0.572 0.643 2.670  0.09
43 H -0.939 0.637 4.422  0.13
44 C 2.486 3.849 1.947  -0.19
45 C 2.936 5.157 2.597  -0.17
46 O 4.350 5.100 2.629  -0.19
47 S 4.990 3.793 1.846  0.66
48 O 6.000 3.147 2.615  -0.21
49 O 5.231 4.045 0.471  -0.22
50 O 3.601 2.982 2.034  -0.20
51 H 2.063 3.976 0.950  0.12
52 H 1.704 3.360 2.527  0.12
53 H 2.629 5.192 3.644  0.13
54 H 2.462 6.019 2.128  0.13
55 C -7.412 -1.233 1.134  -0.20
56 C -6.838 -2.606 0.795  -0.18
57 O -5.535 -2.294 0.342  -0.20
58 S -5.565 -0.870 -0.463  0.66
59 O -6.298 -1.005 -1.683  -0.21
60 O -4.267 -0.257 -0.452  -0.22
61 O -6.573 -0.229 0.623  -0.17
62 H -7.579 -1.100 2.202  0.13
63 H -8.419 -1.197 0.708  0.13
64 H -7.462 -3.126 0.067  0.13
65 H -6.865 -3.221 1.693  0.13
66 C -1.695 -4.808 -0.444  -0.12
67 C -1.781 -3.659 0.568  -0.17
68 O -1.986 -2.442 -0.122  -0.19
69 S -2.253 -2.753 -1.687  0.62
70 O -1.591 -1.774 -2.486  -0.22
71 O -3.654 -2.970 -1.894  -0.22
72 O -1.517 -4.183 -1.756  -0.21
73 H -2.493 -5.535 -0.576  0.13
74 H -0.772 -5.376 -0.325  0.12
75 H -0.887 -3.557 1.181  0.12
76 H -2.573 -3.888 1.284  0.14
77 C -1.394 1.832 -3.135  -0.15
78 C -0.982 3.294 -2.867  -0.16
79 O -2.197 3.934 -2.524  -0.19
80 S -3.301 2.944 -1.827  0.66
81 O -4.547 2.945 -2.539  -0.22
82 O -3.379 3.190 -0.424  -0.22
83 O -2.471 1.605 -2.245  -0.23
84 H -0.626 1.113 -2.856  0.11
85 H -1.841 1.668 -4.118  0.14
86 H -0.418 3.825 -3.629  0.14
87 H -0.347 3.317 -1.976  0.10

HOMO = -0.3738 Eh
Charge = 0
E_LUMO = 0.08 eV
SMILES string = C[N+](=O)[O-].O=S1(=O)OCCO1.O=S1(=O)OCCO1.O=S1(=O)OCCO1.O=S1(=O)OCCO1.O=C1CCCO1.O=C1CCCO1.O=C1CCCO1
Kohn-Sham gap = 10.3 eV
Energy relative to the best compared isomer or geometry (same formula, charge and spin) = 0.000 eV



Entry 3:
Entry from the Open Molecules 2025 dataset: one molecule with the formula C3H6O2 (the ωB97M-V functional and the def2-TZVPD basis).

Last column: Löwdin charge in e.
Cartesian coordinates (Å):
1 O 1.489 0.870 -0.081  -0.03
2 C 0.345 0.294 0.950  -0.11
3 C -0.771 0.247 0.019  -0.20
4 C -0.977 -0.944 -0.778  -0.37
5 O -1.992 -1.265 -1.367  -0.01
6 H 2.018 0.110 -0.394  0.12
7 H 0.299 1.075 1.705  0.11
8 H 0.811 -0.619 1.332  0.11
9 H 0.525 0.892 -0.689  0.16
10 H -1.643 0.860 0.233  0.10
11 H -0.047 -1.569 -0.898  0.11

HOMO = -0.3192 Eh
Charge = 0
E_LUMO = 0.36 eV
Kohn-Sham gap = 9.0 eV
Energy relative to the best compared isomer or geometry (same formula, charge and spin) = 3.755 eV



Entry 4:
Entry from the Open Molecules 2025 dataset: C19H18IrN5O3S4 as an isolated structure at a distorted geometry (the ωB97M-V functional and the def2-TZVPD basis).

Last column: Löwdin charge in e.
Cartesian coordinates (Å):
1 Ir 0.473 0.042 2.786  0.73
2 O -0.736 2.344 -0.544  0.01
3 C -0.166 1.943 0.460  -0.52
4 N -0.700 1.330 1.526  -0.13
5 C -2.117 1.169 1.448  -0.19
6 C -2.577 -0.127 2.104  -0.25
7 C -3.912 -0.484 1.978  -0.03
8 C -4.360 -1.585 2.666  -0.07
9 C -3.500 -2.252 3.490  -0.07
10 C -2.186 -1.846 3.607  -0.10
11 N -1.718 -0.792 2.898  -0.02
12 C 1.367 2.104 0.491  -0.21
13 C 1.939 2.871 -0.536  -0.02
14 C 3.284 2.960 -0.658  -0.06
15 C 4.045 2.260 0.267  -0.06
16 C 3.434 1.590 1.293  -0.13
17 N 2.097 1.449 1.389  0.03
18 H -2.469 1.194 0.402  0.11
19 H -2.708 1.995 1.979  0.16
20 H -4.485 0.048 1.185  0.14
21 H -5.394 -1.933 2.496  0.12
22 H -3.847 -3.153 3.983  0.11
23 H -1.453 -2.325 4.246  0.08
24 H 1.291 3.289 -1.289  0.12
25 H 3.675 3.483 -1.520  0.11
26 H 5.132 2.306 0.275  0.11
27 H 4.013 0.997 2.001  0.11
28 S 0.905 0.208 5.084  -0.03
29 S 1.024 -1.731 5.760  -0.06
30 S 2.194 -2.670 4.288  -0.04
31 S 1.839 -1.785 2.538  -0.01
32 O -2.394 -0.337 -1.931  -0.05
33 C -1.933 -0.919 -3.128  -0.26
34 N -1.356 0.062 -4.022  0.08
35 C 0.000 0.061 -4.366  -0.40
36 O 0.310 0.417 -5.499  0.07
37 C 0.946 -0.421 -3.308  -0.14
38 C 1.971 -1.257 -3.661  -0.01
39 C 2.831 -1.713 -2.668  -0.03
40 C 2.600 -1.249 -1.349  -0.12
41 N 1.641 -0.404 -1.061  0.09
42 C 0.779 -0.048 -1.998  -0.07
43 H -2.660 0.564 -2.159  0.09
44 H -2.775 -1.385 -3.683  0.13
45 H -1.244 -1.707 -2.848  0.13
46 H -1.933 0.459 -4.763  0.15
47 H 2.107 -1.615 -4.689  0.13
48 H 3.551 -2.476 -2.810  0.09
49 H 3.240 -1.484 -0.495  0.10
50 H -0.065 0.554 -1.654  0.10

HOMO (spin up / spin down) = -0.2649 / -0.3046 Eh
Charge = 0
E_LUMO (spin up / spin down) = 0.42 / -1.76 eV
2S+1 = 5
Expectation value of S² = 6.02
Kohn-Sham gap (spin up / spin down) = 7.6 / 6.5 eV
Energy relative to the best compared isomer or geometry (same formula, charge and spin) = 0.801 eV